DFT (ωB97M-V/def2-TZVPD) results for 9 unconnected molecules or ions with the total composition C24H57Cl12N3O6 at a distorted geometry.

```
102
Properties=species:S:1:pos:R:3:forces:R:3
C -0.46537 -2.64448 3.28747 -0.1459 0.4767 1.0087
O -1.63596 -2.72094 4.15836 2.1648 0.1019 -0.7422
C -2.77650 -3.05982 3.43853 -1.1447 1.0582 0.2187
C -3.24737 -1.92053 2.52028 0.6814 0.0801 0.3655
N -3.21098 -0.68466 3.29006 -0.7669 -1.3477 0.2525
C -3.00188 0.46870 2.48701 0.9303 0.5203 0.7663
C -4.13880 0.78103 1.56379 0.3606 1.0686 0.1037
O -5.16015 1.48914 2.20515 -0.3773 -0.0573 -0.4941
C -6.26319 1.62396 1.30918 0.7138 0.1221 0.6990
H -0.35701 -1.63041 2.85762 -0.1742 -0.4879 0.0659
H -0.43618 -3.39463 2.49628 -0.4417 -0.0726 -0.0397
H 0.39858 -2.84420 3.92525 -0.0344 0.1523 -0.0074
H -3.51440 -3.22190 4.22958 -0.2301 -0.2672 -0.3838
H -2.57663 -3.92810 2.86122 -0.1581 -1.1221 -0.5299
H -4.22182 -2.12138 2.09215 -0.4728 -0.2135 0.2797
H -2.61558 -1.85576 1.60938 0.3218 0.0319 0.2757
H -2.56050 -0.78425 4.07026 -0.1293 0.2086 -0.5649
H -2.11839 0.32883 1.86335 0.3708 0.0617 -0.3524
H -2.74348 1.25131 3.21644 -0.4259 0.3887 -0.6342
H -4.51493 -0.12557 1.12973 -0.3466 -0.7968 -0.2447
H -3.79568 1.38634 0.71652 0.3141 0.0695 -0.1301
H -6.04195 2.24673 0.42725 0.2029 -0.2742 0.1047
H -6.97552 2.14110 1.91196 -0.9513 0.1958 0.0893
H -6.60021 0.62830 1.01668 -0.2600 0.0687 -0.1781
C -1.57201 -0.32695 -8.18388 -0.0833 -0.3398 -1.1260
O -2.08822 0.62941 -7.32646 0.0867 0.5358 0.7864
C -1.08646 1.56160 -6.99531 0.3150 -0.4590 0.7783
C -1.57153 2.53043 -5.95596 -0.2017 -0.0133 -0.0971
N -2.07711 1.82228 -4.79561 -0.0584 0.3248 0.0456
C -2.68280 2.65013 -3.75159 1.3332 -1.1488 0.5207
C -3.03711 1.77441 -2.56472 0.4025 0.3381 0.7558
O -4.01145 0.82359 -2.90634 -0.2977 0.0214 -0.6833
C -3.81928 -0.44621 -2.36021 -0.9208 -0.9075 1.0086
H -0.65473 -0.76823 -7.80309 0.1491 -0.2729 0.2573
H -1.32217 0.10210 -9.17522 -0.1483 -0.0706 0.2546
H -2.34206 -1.08015 -8.31357 0.0730 -0.2092 -0.0757
H -0.79355 2.07623 -7.88963 0.3916 0.5093 -0.5787
H -0.18811 1.06307 -6.56336 -0.5103 -0.0477 -0.5776
H -2.30004 3.18828 -6.42898 -0.3201 0.2608 0.0836
H -0.69663 3.13374 -5.69170 -0.1206 0.1549 0.1833
H -2.62858 1.02136 -5.07580 -0.3433 0.2145 0.0499
H -3.56197 3.21046 -3.97459 -0.7175 0.6046 -0.8893
H -1.87690 3.32746 -3.42533 -0.4317 0.1200 0.0353
H -3.41828 2.41745 -1.74280 0.1386 -0.2235 -0.2443
H -2.12436 1.28471 -2.20297 -0.1026 -0.0516 -0.0812
H -2.90879 -0.93104 -2.66724 0.7347 0.0211 -0.3395
H -4.63988 -1.13417 -2.65260 0.2775 0.7153 -0.0202
H -3.82165 -0.43396 -1.25188 0.0169 0.1377 -0.2735
C 4.98907 -0.35164 5.22305 -0.6902 -0.0153 -0.1575
O 4.87037 0.05602 3.84806 0.8525 -0.7871 0.8608
C 3.73947 0.85448 3.59154 -1.5125 -1.7905 2.4728
C 3.90825 1.57761 2.35686 0.0648 1.4042 -1.6761
N 3.99373 0.61302 1.28012 0.4013 -0.0536 -1.2623
C 4.52706 1.14474 0.00197 0.7904 1.1501 0.7583
C 5.05782 0.05766 -0.88586 -0.8262 -1.3312 0.1184
O 6.08685 -0.67721 -0.24562 0.5962 -0.2395 -0.2510
C 6.78485 -1.48161 -1.23706 -1.3652 0.7549 0.9415
H 4.94817 0.54204 5.84172 0.1395 0.1707 0.2316
H 5.93848 -0.87194 5.41053 -0.3090 0.1961 -0.4796
H 4.14863 -1.00537 5.58661 0.5281 0.3347 -0.6387
H 3.55073 1.49319 4.47580 -0.0269 0.0688 -0.4561
H 2.84879 0.15539 3.48168 0.5915 0.7445 0.2066
H 4.77921 2.25165 2.40862 0.0582 -0.1508 -0.0161
H 3.03333 2.22245 2.21028 0.2459 -0.1331 0.0520
H 4.63280 -0.10597 1.58759 0.2661 -0.1412 -0.0118
H 5.40181 1.84191 0.18740 -0.9039 -0.3403 -0.0416
H 3.73197 1.71168 -0.52785 0.4333 -0.2441 0.2248
H 5.43226 0.38652 -1.85116 -0.1407 0.6229 -0.1544
H 4.20683 -0.62942 -1.08394 0.2540 0.0103 -0.1702
H 6.00886 -2.01844 -1.76992 0.0440 -0.4517 -0.3845
H 7.44970 -2.17639 -0.74419 0.1585 0.0784 0.1725
H 7.28454 -0.80656 -1.91788 0.4402 0.0220 -0.2596
C 4.30502 -2.81384 2.18006 -0.4275 -0.3161 0.2473
Cl 3.20110 -4.21100 2.27370 0.1833 0.0314 -0.1053
Cl 5.99777 -3.25275 2.22458 0.1437 -0.0862 -0.1018
H 4.06175 -2.23861 1.31256 0.0803 0.0019 -0.7474
H 4.08706 -2.20399 3.02463 0.0275 0.3543 0.7112
C -1.96202 -3.50830 -1.00207 -0.6332 -1.1723 0.0442
Cl -0.99180 -4.91106 -0.41166 -0.4643 0.5752 -0.0933
Cl -3.75696 -3.76712 -0.74552 0.9851 0.0562 -0.2190
H -1.72757 -2.65203 -0.38702 0.3321 0.2053 -0.3347
H -1.77207 -3.46702 -2.08349 -0.1563 0.4321 0.6410
C -0.69940 3.70111 1.44112 0.1184 0.3262 1.2144
Cl 0.97424 3.11322 1.45114 -0.2648 0.0368 -0.1873
Cl -0.76571 5.47081 1.21327 -0.0647 -0.4647 0.1284
H -1.23935 3.24120 0.64809 -0.2264 -0.3446 -0.6200
H -1.13231 3.41601 2.41915 0.1996 0.4278 -0.6172
C 1.00594 -0.29396 0.28236 -0.3943 0.5029 -0.0179
Cl 1.32425 -2.00434 0.16110 -0.0926 -0.3871 -0.2152
Cl -0.57507 0.21458 -0.40764 0.1515 -0.3138 -0.1763
H 0.90455 -0.05627 1.33215 0.4587 0.2325 0.0512
H 1.77474 0.24885 -0.26219 -0.1113 -0.0081 0.3745
C 0.45993 0.16044 -4.16599 0.5908 -0.1952 -0.0902
Cl 1.92047 0.33181 -3.08849 -0.7822 0.0162 -0.6197
Cl -0.28023 -1.45248 -3.98933 0.1635 0.3279 -0.0779
H -0.31074 0.90577 -3.95977 0.2721 -0.1020 0.2708
H 0.78677 0.27340 -5.21298 0.1087 -0.2568 0.7813
C 0.19879 0.28909 5.99655 -0.9615 -0.7509 -0.9022
Cl -0.04514 0.75776 4.26860 0.2189 0.2295 0.3047
Cl 0.34532 1.66507 7.05535 0.1554 0.0204 0.0678
H -0.71449 -0.28477 6.22111 0.5652 0.3088 0.2246
H 1.06915 -0.36028 5.99765 0.0704 0.2536 0.2824
```
Forces are in eV/Å.

=====

DFT (ωB97M-V/def2-TZVPD) results for 8 unconnected molecules or ions with the total composition C24H57ClNO24P4S2 at a distorted geometry.

charge = -1
energy above the lowest of the compared OMol25 structures with the same formula, charge and spin = 0.0 kcal per mole

```
113
Properties=species:S:1:pos:R:3:forces:R:3
Cl 1.30993 0.54089 0.01844 -0.3825 -0.7453 0.4863
O 2.03391 1.14207 1.11390 -0.0212 -0.0953 -0.0497
O 2.17641 -0.36683 -0.69916 0.0073 0.4533 -0.2752
O 0.19191 -0.24269 0.53159 0.0851 0.2006 0.1761
O 0.76461 1.58011 -0.82535 0.2593 -0.0843 -0.2652
C 7.31342 2.32252 2.85296 0.2613 0.1383 0.4860
C 6.58504 0.99497 2.67350 0.1875 -0.4692 -0.2333
C 5.38834 1.32320 1.79740 -1.0977 0.6780 0.7371
S 5.93860 2.54716 0.60539 0.8933 -0.3121 0.5569
O 5.12747 3.72815 0.71066 -0.2172 0.0230 -0.2682
O 6.26508 1.94088 -0.65565 -0.3177 0.0046 -0.3332
C 7.50452 2.87530 1.45926 -0.2468 0.7036 -0.4369
H 8.25071 2.23140 3.40490 0.0715 -0.1758 -0.1816
H 6.70836 3.00909 3.45263 -0.1464 -0.0141 -0.1571
H 6.25095 0.56577 3.61779 0.0456 -0.0095 0.0117
H 7.26440 0.28340 2.19479 -0.0850 -0.0674 -0.0083
H 4.70210 1.88786 2.44016 -0.0235 0.1067 -0.1718
H 4.73617 0.56284 1.37690 0.5366 -0.2545 -0.3775
H 7.62383 3.95759 1.40409 0.0674 -0.0293 0.1410
H 8.29285 2.41599 0.86617 0.0054 -0.2590 0.1778
C 2.37197 -2.89425 1.92622 -0.7297 -0.6241 -0.0651
C 3.42846 -1.84143 2.15975 0.7473 0.9968 0.4002
C 4.77510 -2.53331 2.36545 0.3495 -0.1961 0.1141
S 4.66392 -4.06922 1.42442 -0.5073 0.7365 -0.2475
O 4.72350 -5.15050 2.36762 0.0415 -0.5295 0.2408
O 5.52682 -4.05388 0.27631 0.4525 -0.0914 -0.1425
C 2.96822 -3.82493 0.87688 0.2945 -0.1105 0.1247
H 1.41934 -2.49717 1.57163 0.2324 0.2915 -0.0802
H 2.12186 -3.45494 2.83310 0.2795 0.0318 0.0736
H 3.25756 -1.18112 3.01324 -0.3136 -0.1629 0.0323
H 3.51641 -1.16227 1.31024 -0.2770 -0.2435 -0.2086
H 4.97351 -2.82080 3.39827 -0.2521 -0.1235 0.0083
H 5.64334 -1.96211 2.03926 -0.1236 0.0121 -0.2888
H 2.53788 -4.81821 0.76494 -0.2283 0.0958 0.0229
H 3.01621 -3.31710 -0.08609 0.0556 -0.0656 -0.0470
C -1.10545 -3.37463 0.41429 0.4255 0.3071 0.8351
O -1.02631 -3.41726 -1.00588 -0.1811 -0.1484 0.0108
P -0.51611 -4.72597 -1.75463 0.3711 0.2466 0.3351
O 0.38838 -5.54772 -0.94741 0.0089 -0.0946 0.2308
O -1.80509 -5.45897 -2.27688 -0.2157 -0.1708 -0.4260
C -2.56024 -6.27677 -1.39015 0.2963 0.1068 0.8319
O 0.03428 -4.14646 -3.09211 -0.2670 0.0172 -0.4390
C 1.13194 -3.23027 -3.10299 0.4674 0.2853 -0.0482
H -0.65266 -4.25540 0.87361 -0.0893 -0.0841 -0.1591
H -2.13435 -3.26381 0.76080 -0.0964 -0.1119 -0.2904
H -0.54704 -2.50419 0.76652 -0.1235 0.0294 -0.2189
H -2.71424 -7.25035 -1.84514 -0.2740 0.1052 -0.1692
H -3.47982 -5.75415 -1.12352 -0.1840 -0.2112 -0.3362
H -2.03296 -6.44701 -0.44359 0.1519 0.0001 -0.2042
H 2.02691 -3.74018 -3.45464 -0.0349 -0.1293 0.1023
H 1.32289 -2.78924 -2.12395 -0.0774 -0.0501 0.0473
H 0.90988 -2.42466 -3.79988 -0.1777 -0.0721 -0.0101
C -1.19252 3.01456 -3.17327 0.1961 0.0030 -0.0465
O -2.59637 2.81942 -3.36735 -0.2914 -0.1829 0.3687
P -3.44910 3.76038 -4.28434 0.5039 -0.1067 0.0977
O -3.45778 5.18211 -3.96795 -0.0506 0.2909 -0.1173
O -2.90111 3.49700 -5.75422 -0.0744 0.0330 -0.2388
C -2.94328 2.16499 -6.28564 -0.7826 -0.1658 0.2512
O -4.82798 2.99277 -4.18365 -0.1389 -0.1473 -0.0891
C -5.86183 3.30731 -5.11678 -0.0169 -0.1164 0.0005
H -0.66557 2.24134 -3.73151 0.0542 0.0414 0.0111
H -0.97464 2.89938 -2.11598 -0.0209 -0.0377 -0.0004
H -0.86325 3.99906 -3.50601 -0.0905 0.0248 -0.0101
H -3.80792 2.09317 -6.95034 0.3164 0.1214 -0.3945
H -3.16069 1.41623 -5.52033 0.4772 0.1076 0.1682
H -2.00601 1.96053 -6.78822 -0.0116 -0.0585 -0.0786
H -6.79365 3.35038 -4.55967 -0.0409 0.1239 -0.0327
H -5.93391 2.51090 -5.85991 0.0396 -0.0319 0.0412
H -5.67763 4.24816 -5.63537 -0.0390 0.0886 0.1165
C -1.51226 -0.75868 -2.59419 0.6790 -0.7435 0.7193
O -2.76595 -0.37476 -3.18206 0.2713 0.4587 -0.0780
P -3.27269 -1.31471 -4.32481 -0.6915 -0.2976 0.2859
O -2.49195 -1.47687 -5.54191 0.3775 -0.0485 -0.2636
O -4.71769 -0.68375 -4.54855 0.0640 0.1372 0.0711
C -5.48650 -1.16745 -5.65068 -0.5107 0.2053 0.1049
O -3.53285 -2.71205 -3.60796 -0.0481 -0.1647 -0.3845
C -4.38828 -2.79339 -2.47048 -0.0225 -0.3001 0.0851
H -1.12241 -1.68324 -3.02422 -0.1420 0.1004 -0.2547
H -1.65617 -0.99738 -1.54110 -0.1935 0.3185 -0.0136
H -0.73179 -0.00425 -2.66655 -0.3788 0.3440 -0.2131
H -6.39777 -1.63383 -5.26831 0.1993 -0.2175 0.0795
H -4.91735 -1.86160 -6.26380 -0.0188 0.0220 -0.0939
H -5.82989 -0.31327 -6.23613 0.3075 0.0123 -0.1119
H -3.77208 -2.96083 -1.58652 -0.0336 0.2204 0.0536
H -5.04063 -3.66009 -2.59387 0.0770 0.0108 -0.1135
H -5.01628 -1.90918 -2.37278 0.1179 0.0892 0.1339
C 0.31727 -0.52725 3.86335 -0.2630 -0.5720 -0.3977
O 0.29090 0.70496 4.57666 0.4204 0.0611 0.1151
P -0.45480 0.86653 5.95247 0.2067 0.1419 -0.3202
O -0.65568 -0.32793 6.76253 -0.0623 -0.2601 0.1760
O 0.41033 1.96408 6.69067 -0.3107 0.1439 0.0557
C 0.46085 3.31564 6.20352 0.3115 -0.0726 -0.0110
O -1.76719 1.59890 5.44933 -0.3093 0.0054 -0.0308
C -2.90225 1.73005 6.30461 0.2575 -0.1419 0.4840
H 0.49294 -1.37101 4.53215 0.0096 0.1146 0.1008
H 1.09805 -0.47725 3.11044 0.0494 0.2545 0.0819
H -0.62361 -0.68439 3.33012 -0.0202 0.0896 0.0898
H 1.50484 3.54519 5.99926 -0.0208 0.0790 0.0168
H 0.08080 3.96995 6.98605 -0.0021 0.0227 -0.0148
H -0.11090 3.45166 5.28899 -0.0391 -0.0586 -0.0040
H -2.78717 2.62033 6.92616 -0.1511 0.1104 -0.1373
H -2.97443 0.87221 6.97623 -0.0345 -0.0642 -0.1230
H -3.78909 1.78882 5.68325 0.0174 0.1232 -0.0755
N -1.14110 3.10118 1.13245 0.2197 -0.1714 -0.0529
C -1.09152 3.00475 2.48570 -0.0668 -0.0067 0.1156
C -1.70217 4.11395 3.02166 0.3467 -0.2306 -0.1393
C -2.10137 4.92111 1.91997 -0.4349 0.2551 0.3610
C -1.75210 4.26797 0.77265 0.0058 -0.1063 -0.1052
H -0.64405 2.45150 0.53932 -0.1270 0.1326 -0.2814
H -0.62008 2.15164 2.94141 0.0088 0.0527 0.0902
H -1.78497 4.29949 4.08004 -0.2101 0.1606 -0.0407
H -2.65061 5.84869 1.96053 0.0658 0.0229 0.0118
H -1.94981 4.53545 -0.25114 0.1449 -0.0548 -0.0621
```
Forces are in eV/Å.

=====

Computed HOMO energy (eV) in order:
-8.50; -5.79
Computed orbital gap (hartree) in order:
0.3275; 0.2886